Record 1
{"formula": "C38H54BaN6O2P", "method": "ωB97M-V/def2-TZVPD", "total_charge": 1, "lumo_ev": -3.1, "e_tot_ev": -63298.555, "e_homo_ev": -8.66, "symbols": ["Ba", "C", "C", "C", "C", "C", "C", "C", "C", "C", "C", "C", "C", "C", "C", "C", "C", "N", "C", "C", "C", "N", "C", "C", "C", "N", "C", "C", "C", "C", "C", "C", "C", "C", "C", "C", "C", "C", "N", "C", "C", "H", "H", "H", "H", "H", "H", "H", "H", "H", "H", "H", "H", "H", "H", "H", "H", "H", "H", "H", "H", "H", "H", "H", "H", "H", "H", "H", "H", "H", "H", "H", "H", "H", "H", "H", "H", "H", "H", "H", "H", "H", "H", "H", "H", "N", "C", "P", "O", "O", "C", "N", "H", "H", "H", "H", "H", "H", "H", "H", "H", "H"], "positions_angstrom": [[-0.03949, -0.09777, 0.24777], [-3.45922, 3.02476, -4.49433], [-2.29985, 2.14718, -4.96525], [-1.86186, 1.10170, -3.98441], [-2.19554, -0.23395, -3.98875], [-3.06685, -0.95686, -4.97350], [-4.54940, -0.98007, -4.59814], [-1.68364, -0.79829, -2.76649], [-1.98476, -2.11216, -2.29981], [-2.01589, -2.62285, -0.99655], [-2.68196, -3.86152, -0.58114], [-3.26743, -4.89094, -1.49983], [-4.65104, -4.52499, -2.04406], [-2.74545, -3.83061, 0.77769], [-2.12489, -2.57152, 1.20140], [-2.23114, -2.01913, 2.50894], [-2.00317, -0.70674, 2.95647], [-1.39720, 0.27138, 2.25121], [-1.45831, 1.41819, 2.95673], [-0.98343, 2.66053, 2.50786], [-0.58270, 3.04122, 1.20198], [-0.63505, 2.24862, 0.11694], [-0.41492, 3.02012, -0.98447], [-0.66966, 2.60205, -2.29666], [-1.13906, 1.33670, -2.76273], [-1.00800, 0.16636, -2.06761], [-0.10832, 4.39485, -0.55826], [-0.21605, 4.40629, 0.79519], [-0.05618, 5.55907, 1.73905], [-1.38249, 6.24740, 2.07265], [0.17850, 5.54574, -1.47268], [-1.08174, 6.24872, -1.98357], [-2.14364, 1.16292, 4.23355], [-2.48656, -0.14790, 4.23297], [-3.26671, -0.88995, 5.27246], [-4.73069, -1.12895, 4.89177], [-2.44995, 2.19437, 5.27390], [-3.86222, 2.76924, 5.16686], [-1.64214, -1.93045, 0.11820], [-3.39854, -4.81667, 1.69791], [-4.86531, -4.49819, 1.99568], [-3.74751, 3.73253, -5.27279], [-3.19535, 3.59653, -3.60163], [-4.33136, 2.41640, -4.24527], [-1.44513, 2.78517, -5.21450], [-2.58210, 1.65384, -5.89805], [-2.70203, -1.98111, -5.08977], [-2.94922, -0.49476, -5.95592], [-4.69300, -1.34608, -3.57901], [-5.11823, -1.62189, -5.27283], [-4.98514, 0.02031, -4.64553], [-2.43039, -2.76010, -3.04813], [-3.33097, -5.84340, -0.96835], [-2.58466, -5.06444, -2.33652], [-5.36576, -4.38133, -1.23174], [-5.03864, -5.30915, -2.69667], [-4.62316, -3.59446, -2.61621], [-2.69670, -2.67041, 3.24046], [-1.00819, 3.46388, 3.23313], [-0.64639, 3.39190, -3.04232], [0.64247, 6.28212, 1.31252], [0.41218, 5.21073, 2.66310], [-1.84296, 6.67262, 1.17925], [-1.23928, 7.05340, 2.79380], [-2.09851, 5.53822, 2.49496], [0.76396, 5.19630, -2.32796], [0.81611, 6.26419, -0.95274], [-1.72046, 5.55946, -2.54185], [-0.82938, 7.08178, -2.64126], [-1.67981, 6.63906, -1.15834], [-3.22507, -0.33420, 6.21270], [-2.77808, -1.84794, 5.47455], [-5.26663, -0.18317, 4.79301], [-5.24705, -1.72875, 5.64304], [-4.81519, -1.64606, 3.93343], [-1.72418, 3.00716, 5.19959], [-2.29219, 1.75462, 6.26170], [-4.04799, 3.15825, 4.16304], [-4.01500, 3.58134, 5.87880], [-4.61477, 2.00350, 5.36401], [-2.83910, -4.86231, 2.63592], [-3.32098, -5.81401, 1.25934], [-4.97767, -3.48578, 2.39010], [-5.28296, -5.19167, 2.72727], [-5.47247, -4.55894, 1.09060], [1.81479, 0.45905, -2.83562], [2.05566, -1.03260, -2.70394], [2.83472, -1.36780, -1.09072], [4.30036, -1.60109, -1.27365], [2.27083, -0.33939, -0.12783], [2.25002, -3.03808, -0.60024], [3.36012, -3.56822, 0.29124], [2.17173, 0.85426, -3.70299], [2.26641, 0.96314, -2.06466], [0.80119, 0.65015, -2.75882], [2.72061, -1.35843, -3.49838], [1.07302, -1.49861, -2.80979], [2.24241, -3.69667, -1.46810], [1.29304, -3.09849, -0.08049], [3.37100, -4.58591, 0.31803], [3.28940, -3.22553, 1.24995], [4.24396, -3.19542, -0.10994]], "atomic_forces_ev_per_a": [[0.3, -0.1, 0.9], [-0.1, 0.0, 0.2], [0.3, 0.0, -0.2], [-0.1, 0.0, 0.0], [-0.2, -0.1, 0.0], [0.2, 0.0, -0.1], [-0.1, 0.1, 0.1], [0.0, -0.3, 0.1], [0.0, 0.2, 0.1], [-0.1, 0.0, -0.2], [0.0, 0.1, -0.2], [0.1, -0.1, 0.0], [-0.1, 0.1, 0.0], [0.0, 0.1, 0.2], [-0.2, 0.1, 0.2], [0.0, 0.1, -0.2], [-0.3, -0.3, 0.1], [-0.7, 0.1, 0.4], [0.0, 0.3, 0.1], [0.0, -0.1, -0.2], [-0.2, 0.1, 0.3], [-0.7, 0.9, -0.1], [-0.1, 0.1, -0.3], [0.0, 0.0, 0.2], [0.1, 0.4, 0.1], [-0.5, 0.0, -0.6], [-0.1, -0.2, -0.1], [0.0, -0.1, 0.2], [0.0, 0.0, 0.0], [-0.1, 0.0, 0.0], [0.1, 0.0, 0.0], [-0.1, 0.0, 0.0], [0.1, 0.2, -0.1], [0.0, -0.2, -0.1], [0.1, -0.1, 0.1], [-0.1, 0.0, -0.1], [0.2, 0.0, 0.1], [-0.1, 0.0, -0.1], [-1.0, -0.4, 0.0], [0.1, -0.1, 0.0], [-0.1, 0.1, 0.0], [0.0, 0.0, 0.0], [0.0, -0.1, 0.0], [0.0, 0.0, 0.0], [0.0, 0.0, 0.0], [0.0, 0.0, 0.0], [0.0, 0.0, 0.0], [0.0, 0.0, 0.0], [0.0, 0.0, 0.0], [0.0, 0.0, 0.0], [0.1, 0.0, 0.0], [0.0, 0.0, 0.0], [0.0, 0.0, 0.0], [0.0, 0.0, 0.0], [0.0, 0.0, 0.0], [0.0, 0.0, 0.0], [0.0, -0.1, 0.0], [0.0, 0.0, 0.0], [0.0, 0.0, 0.0], [0.0, 0.0, 0.0], [-0.1, 0.0, 0.0], [0.0, 0.0, 0.0], [0.0, 0.0, 0.0], [0.0, 0.0, 0.0], [0.0, 0.0, 0.0], [0.0, 0.0, 0.0], [0.0, 0.0, 0.0], [0.0, 0.0, 0.0], [0.0, 0.0, 0.0], [0.1, 0.0, 0.0], [0.0, 0.0, 0.0], [0.0, 0.0, 0.0], [0.0, 0.0, 0.0], [0.1, 0.0, 0.0], [0.0, 0.0, 0.0], [0.0, 0.0, 0.0], [-0.1, 0.0, 0.0], [0.0, 0.0, 0.0], [0.0, 0.0, 0.0], [0.0, 0.0, 0.0], [0.0, 0.0, 0.0], [-0.1, 0.0, 0.0], [0.0, 0.0, 0.0], [0.0, 0.0, 0.0], [0.0, 0.0, 0.0], [0.8, -0.3, 0.2], [-0.3, 0.5, -0.4], [0.9, 0.6, 0.6], [-0.4, 0.0, 0.2], [2.8, -1.0, -1.2], [0.1, -0.5, 0.2], [-0.2, 0.1, -0.1], [-0.1, -0.1, -0.1], [-0.1, 0.0, 0.1], [-0.6, 0.0, 0.0], [0.0, 0.0, -0.1], [0.0, -0.1, 0.0], [-0.1, 0.0, 0.0], [0.0, 0.0, 0.0], [0.0, 0.0, 0.0], [-0.1, 0.1, 0.0], [0.0, 0.1, -0.1]], "lowdin_charge": [2.089, -0.076, -0.192, -0.134, -0.134, -0.193, -0.075, -0.259, 0.051, -0.255, -0.131, -0.190, -0.072, -0.132, -0.245, 0.054, -0.237, -0.141, -0.234, 0.065, -0.236, -0.149, -0.246, 0.035, -0.297, -0.137, -0.126, -0.123, -0.189, -0.077, -0.191, -0.074, -0.120, -0.121, -0.186, -0.076, -0.192, -0.075, -0.160, -0.192, -0.071, 0.076, 0.063, 0.071, 0.108, 0.104, 0.105, 0.104, 0.065, 0.077, 0.068, 0.098, 0.105, 0.108, 0.067, 0.077, 0.055, 0.098, 0.096, 0.104, 0.107, 0.110, 0.064, 0.076, 0.069, 0.106, 0.107, 0.061, 0.076, 0.066, 0.107, 0.112, 0.068, 0.077, 0.054, 0.101, 0.111, 0.079, 0.074, 0.062, 0.107, 0.105, 0.060, 0.077, 0.064, 0.165, -0.160, 0.372, -0.319, -0.649, -0.164, 0.150, 0.173, 0.143, 0.083, 0.112, 0.098, 0.117, 0.098, 0.168, 0.171, 0.135]}

Record 2
{"formula": "C38H54BiF5N2OS2Sb", "method": "ωB97M-V/def2-TZVPD", "total_charge": 1, "lumo_ev": -3.4, "e_tot_ev": -92940.441, "e_homo_ev": -10.45, "symbols": ["Bi", "C", "C", "C", "C", "C", "C", "C", "C", "C", "C", "H", "H", "H", "H", "H", "H", "H", "H", "H", "H", "H", "H", "H", "H", "F", "C", "C", "F", "C", "F", "C", "S", "C", "F", "C", "F", "C", "C", "C", "C", "C", "C", "C", "C", "C", "C", "C", "C", "O", "H", "H", "H", "H", "H", "H", "H", "H", "H", "H", "H", "H", "H", "H", "H", "H", "H", "C", "C", "Sb", "C", "C", "C", "C", "H", "H", "H", "H", "H", "H", "H", "H", "H", "H", "H", "H", "H", "H", "H", "C", "N", "C", "C", "N", "C", "S", "H", "H", "H", "H", "H", "H", "H", "H"], "positions_angstrom": [[0.29206, 0.32990, -0.32176], [2.49577, -1.72745, 2.90966], [2.54521, -0.62628, 3.96717], [3.98798, -0.25270, 4.28253], [1.69284, 0.53745, 3.50509], [0.30324, 0.43082, 3.56743], [-0.52057, 1.47632, 3.18213], [0.01394, 2.67365, 2.70921], [-0.87274, 3.83470, 2.34946], [1.39771, 2.77295, 2.62680], [2.22558, 1.72481, 3.01377], [2.99275, -2.64027, 3.24526], [2.99677, -1.38603, 2.00157], [1.46216, -1.97230, 2.65524], [2.08299, -1.00485, 4.88501], [4.52131, 0.05117, 3.37911], [4.51389, -1.11555, 4.69264], [4.04709, 0.55686, 5.01118], [-0.13848, -0.48256, 3.95531], [-1.59617, 1.37803, 3.27888], [-0.96996, 4.52222, 3.19181], [-1.87498, 3.49876, 2.08152], [-0.46657, 4.39899, 1.50918], [1.83901, 3.69528, 2.26542], [3.29921, 1.84513, 2.94198], [-6.05464, 1.46411, -2.83458], [-4.77620, 1.69086, -2.56928], [-4.24740, 1.35228, -1.33394], [-5.01715, 0.79586, -0.40241], [-2.91177, 1.59133, -1.08455], [-2.42740, 1.23996, 0.12377], [-2.04994, 2.13984, -2.02275], [-0.34189, 2.43826, -1.70966], [-2.61396, 2.47332, -3.24790], [-1.84980, 2.98878, -4.21682], [-3.95209, 2.25846, -3.52660], [-4.44124, 2.56311, -4.72685], [4.98310, 1.96508, -2.05940], [4.22279, 1.93974, -0.72698], [2.89024, 2.65236, -0.91023], [4.22138, 0.51102, -0.20559], [5.34573, 0.13144, 0.52598], [5.60000, -1.19022, 0.83580], [4.73363, -2.16443, 0.37174], [3.57910, -1.84322, -0.33370], [2.71723, -2.99696, -0.82230], [2.52187, -3.00732, -2.33876], [1.38813, -3.13454, -0.08064], [3.30101, -0.48403, -0.56676], [2.13046, -0.13946, -1.20944], [5.04800, 2.98181, -2.45179], [4.46235, 1.34621, -2.79521], [5.99330, 1.57250, -1.94667], [4.80497, 2.51753, -0.00336], [2.41799, 2.33287, -1.83771], [3.04644, 3.73048, -0.98488], [2.21855, 2.49871, -0.06185], [6.05208, 0.89934, 0.82235], [6.48193, -1.46316, 1.39963], [4.94945, -3.20880, 0.56428], [3.29203, -3.89471, -0.57912], [1.94106, -2.14840, -2.66461], [1.98776, -3.90986, -2.64324], [3.48397, -2.99203, -2.85284], [0.68250, -2.34813, -0.35663], [1.52534, -3.11104, 0.99986], [0.91029, -4.08165, -0.34237], [-1.08282, -3.54283, 3.70818], [-1.90651, -3.75616, 2.44370], [-2.05697, -2.01420, 1.19715], [-3.31424, -0.86502, 2.51497], [-4.74548, -1.36091, 2.68099], [-3.48038, -2.76785, -0.23778], [-4.40897, -3.88623, 0.22344], [-1.08563, -4.44157, 4.32676], [-1.48293, -2.73188, 4.32071], [-0.04294, -3.30767, 3.48050], [-2.92892, -4.04447, 2.69417], [-1.49017, -4.56032, 1.83451], [-3.29899, 0.16542, 2.16144], [-2.78828, -0.87171, 3.47367], [-5.29125, -1.32705, 1.73704], [-5.28999, -0.74122, 3.39580], [-4.77896, -2.38709, 3.05001], [-2.87435, -3.10055, -1.08227], [-4.04428, -1.89894, -0.58932], [-3.84976, -4.74248, 0.60147], [-5.02030, -4.24336, -0.60766], [-5.08580, -3.55966, 1.01084], [1.22566, 0.55602, -4.18550], [-0.16929, 0.27619, -4.45663], [-0.75284, 0.68835, -5.74119], [-2.17541, 0.10228, -5.70073], [-2.21745, -0.46929, -4.35579], [-1.04662, -0.37407, -3.71978], [-0.88439, -1.16870, -2.18797], [1.83101, 0.14654, -4.99566], [1.53025, 0.10543, -3.24668], [1.37588, 1.63468, -4.12923], [-0.15276, 0.28044, -6.55417], [-0.74861, 1.77508, -5.81148], [-2.32953, -0.66878, -6.45413], [-2.93914, 0.86931, -5.81949], [-2.98896, -0.98078, -3.96367]], "atomic_forces_ev_per_a": [[0.2, -0.1, 0.1], [0.0, 0.1, 0.0], [0.0, 0.0, 0.0], [0.0, 0.0, 0.0], [0.0, 0.0, 0.0], [0.0, 0.0, 0.0], [-0.1, 0.0, -0.1], [-0.1, 0.0, -0.1], [0.0, 0.0, 0.0], [0.1, 0.0, -0.1], [0.0, 0.0, -0.1], [0.0, 0.0, 0.0], [-0.1, 0.0, 0.1], [0.0, 0.0, 0.1], [0.0, 0.0, 0.0], [0.0, 0.0, 0.0], [0.0, 0.0, 0.0], [0.0, 0.0, 0.0], [0.0, 0.0, 0.0], [0.0, 0.0, 0.0], [0.0, 0.0, 0.0], [0.0, 0.0, 0.0], [0.0, 0.0, 0.0], [0.0, 0.0, 0.0], [0.0, 0.0, 0.0], [0.0, 0.0, 0.0], [0.0, 0.0, 0.0], [0.0, 0.0, 0.0], [0.0, 0.0, 0.0], [0.0, 0.0, 0.0], [0.0, 0.0, -0.1], [0.0, 0.0, 0.1], [0.1, 0.1, 0.0], [0.0, 0.0, 0.0], [0.0, 0.1, 0.0], [0.0, 0.0, 0.0], [0.0, 0.0, 0.0], [0.0, 0.0, 0.0], [0.0, 0.0, 0.0], [0.0, 0.1, 0.0], [0.0, 0.0, 0.0], [0.0, 0.0, 0.0], [0.0, 0.0, 0.0], [0.1, 0.0, -0.1], [0.0, 0.0, 0.0], [0.0, 0.0, 0.0], [0.0, 0.0, 0.0], [0.0, -0.1, -0.1], [-0.1, -0.1, 0.2], [0.0, 0.1, -0.3], [0.0, 0.0, 0.0], [0.0, 0.0, 0.0], [0.0, 0.0, 0.0], [0.0, 0.0, 0.0], [-0.1, 0.0, 0.0], [0.0, 0.0, 0.0], [-0.1, 0.0, 0.1], [0.0, 0.0, 0.0], [0.0, 0.0, 0.0], [0.0, 0.0, 0.0], [0.0, 0.0, 0.0], [0.0, 0.1, 0.0], [0.0, 0.0, 0.0], [0.0, 0.0, 0.0], [0.1, -0.1, 0.0], [0.0, 0.0, -0.1], [0.0, 0.0, 0.0], [0.0, 0.0, 0.0], [-0.1, -0.1, 0.0], [0.0, 0.1, 0.1], [0.0, 0.0, 0.0], [0.0, 0.0, 0.0], [0.0, 0.0, 0.0], [0.0, 0.0, 0.0], [0.0, 0.0, 0.0], [0.0, 0.0, 0.0], [0.0, 0.0, 0.0], [0.0, 0.0, 0.0], [0.0, 0.0, 0.0], [0.0, 0.0, 0.0], [0.0, 0.0, 0.0], [0.0, 0.0, 0.0], [0.0, 0.0, 0.0], [0.0, 0.0, 0.0], [0.0, 0.0, 0.0], [0.0, 0.0, 0.0], [0.0, 0.0, 0.0], [0.0, 0.0, 0.0], [0.0, 0.0, 0.0], [0.0, 0.0, 0.0], [0.0, 0.0, 0.0], [0.0, 0.0, -0.1], [0.0, 0.0, 0.0], [0.0, -0.1, 0.0], [-0.1, 0.1, 0.0], [0.0, 0.1, 0.1], [0.0, 0.0, 0.0], [0.0, 0.0, 0.1], [0.0, 0.0, 0.0], [0.0, 0.0, 0.0], [0.0, -0.1, 0.0], [0.0, 0.0, 0.0], [0.0, 0.0, 0.0], [0.0, 0.0, 0.0]], "lowdin_charge": [1.429, -0.059, -0.364, -0.064, -0.205, -0.052, -0.068, -0.300, -0.043, -0.057, -0.025, 0.100, 0.059, 0.039, 0.141, 0.061, 0.086, 0.088, 0.105, 0.101, 0.089, 0.072, 0.076, 0.119, 0.110, 0.153, -0.131, -0.136, 0.135, -0.252, -0.026, -0.527, 0.620, -0.250, 0.090, -0.150, 0.134, -0.046, -0.358, -0.112, -0.138, -0.048, -0.074, -0.048, -0.156, -0.348, -0.052, -0.085, -0.269, -0.470, 0.085, 0.084, 0.085, 0.132, 0.027, 0.096, 0.024, 0.121, 0.111, 0.119, 0.130, 0.033, 0.084, 0.090, -0.063, 0.056, 0.093, -0.184, -0.434, 1.356, -0.440, -0.175, -0.450, -0.178, 0.076, 0.057, 0.042, 0.045, 0.052, 0.017, 0.037, 0.059, 0.075, 0.062, 0.009, 0.034, 0.061, 0.073, 0.052, -0.029, -0.112, -0.072, -0.083, 0.042, -0.699, 0.625, 0.109, 0.041, 0.090, 0.134, 0.121, 0.128, 0.111, 0.146]}